(1)
A molecular structure, C14H20MoO6S6, computed with ωB97M-V/def2-TZVPD.

As for the LUMO energy: -16.78 eV. The net charge is +4.

XYZ file:
```
47
Properties=species:S:1:pos:R:3:forces:R:3
Mo -0.044 0.012 -0.046 0.00 0.03 0.03
C 1.953 2.723 0.677 0.01 0.04 -0.01
C 3.051 1.698 0.856 0.00 -0.03 0.13
S 2.521 0.162 0.030 -0.10 0.32 -0.12
C 3.227 -1.256 0.903 0.02 -0.04 -0.08
C 2.667 -2.472 0.185 0.01 -0.01 0.00
S 0.863 -2.415 -0.116 0.17 0.12 -0.12
C 0.120 -3.113 1.395 -0.01 -0.03 0.00
C 0.467 -2.364 2.663 0.13 0.00 0.00
S -0.046 -0.628 2.443 -0.18 -0.28 -0.16
C 1.062 0.444 3.389 -0.07 0.04 0.02
C 0.595 1.855 3.079 0.00 0.01 0.01
S 0.323 2.195 1.301 -0.14 -0.13 0.14
H 1.786 2.990 -0.370 -0.01 0.01 0.00
H 2.180 3.655 1.206 0.01 0.00 0.00
H 3.299 1.504 1.897 0.01 0.00 0.01
H 3.960 2.018 0.338 0.00 0.00 -0.01
H 3.013 -1.221 1.965 -0.01 0.00 0.03
H 4.311 -1.193 0.758 0.00 0.00 0.00
H 2.868 -3.400 0.728 0.01 0.01 0.01
H 3.098 -2.577 -0.813 -0.01 -0.01 0.00
H 0.460 -4.153 1.435 0.00 0.00 0.01
H -0.955 -3.142 1.200 0.00 -0.01 -0.01
H 1.522 -2.418 2.925 0.01 0.00 0.01
H -0.119 -2.745 3.505 -0.01 0.00 0.00
H 2.103 0.252 3.154 0.03 0.00 -0.01
H 0.888 0.207 4.444 0.00 0.00 0.00
H 1.296 2.611 3.442 0.01 -0.01 0.00
H -0.375 2.061 3.537 0.00 0.01 -0.01
O 0.335 1.829 -3.487 -0.08 0.13 0.04
S -0.350 1.077 -2.528 0.21 -0.23 -0.12
O -0.578 1.660 -1.107 0.52 -0.02 0.08
O 0.546 -0.071 -1.946 -0.17 -0.45 -0.39
C -1.976 0.627 -2.968 -0.13 0.18 0.07
C -2.327 0.926 -4.268 -0.04 -0.03 0.04
C -3.684 0.905 -4.646 0.03 0.01 -0.04
C -4.664 0.650 -3.717 -0.04 -0.01 0.03
C -4.323 0.322 -2.389 0.04 0.03 -0.05
C -2.998 0.318 -2.006 0.04 -0.18 -0.14
S -2.679 -0.487 -0.492 -0.06 0.21 0.24
O -3.772 -1.162 0.060 0.01 -0.12 -0.10
O -1.386 -1.276 -0.847 0.06 -0.10 0.52
O -1.909 0.349 0.584 -0.28 0.51 -0.09
H -1.572 1.216 -4.990 0.00 0.01 0.00
H -3.946 1.123 -5.674 0.01 0.00 0.00
H -5.709 0.669 -4.001 0.00 0.00 0.01
H -5.100 0.036 -1.689 0.00 -0.01 0.00
```
Positions in Å, forces in eV/Å.

(2)
C14H20N2O in the gas phase, computed with ωB97M-V/def2-TZVPD.

As for the LUMO energy: 0.79 eV. As for the SMILES: CCC(=O)Nc1ccc(N2CCCCC2)cc1.

XYZ file:
```
37
Properties=species:S:1:pos:R:3:forces:R:3
C -3.374 -1.794 0.928 0.01 0.01 -0.11
C -4.027 -1.238 -0.337 -0.13 -0.03 0.10
C -4.507 0.179 -0.091 -0.06 -0.40 -0.17
O -5.676 0.456 0.084 -0.28 -0.05 0.07
N -3.557 1.147 -0.009 0.07 0.75 0.17
C -2.159 1.049 -0.182 0.31 -0.05 -0.01
C -1.599 0.626 -1.382 -0.05 0.07 0.20
C -0.232 0.546 -1.531 0.10 -0.15 0.00
C 0.645 0.893 -0.493 -0.39 0.13 0.02
C 0.065 1.356 0.696 0.24 0.02 -0.03
C -1.305 1.435 0.843 -0.25 -0.12 -0.22
H -1.721 1.790 1.775 -0.05 -0.01 0.09
H 0.679 1.652 1.531 0.10 0.00 0.06
N 2.012 0.857 -0.694 0.32 0.22 -0.17
C 2.924 1.385 0.296 -0.04 0.03 0.35
H 2.489 2.269 0.763 0.06 0.01 -0.06
C 3.315 0.332 1.338 0.16 0.11 -0.18
C 3.942 -0.866 0.628 -0.26 -0.09 0.12
C 2.994 -1.381 -0.453 0.20 0.15 -0.14
C 2.619 -0.245 -1.413 -0.07 -0.43 -0.03
H 1.943 -0.620 -2.178 0.08 0.08 -0.03
H 3.522 0.130 -1.908 -0.05 -0.04 -0.05
H 3.460 -2.194 -1.011 -0.04 -0.07 -0.02
H 2.082 -1.764 0.012 -0.05 -0.06 -0.02
H 4.162 -1.659 1.345 0.09 0.01 -0.02
H 4.884 -0.560 0.166 0.09 -0.01 0.00
H 4.016 0.761 2.055 -0.02 0.02 0.07
H 2.424 0.007 1.880 -0.03 0.02 0.07
H 3.827 1.705 -0.238 -0.03 0.04 0.06
H 0.160 0.240 -2.489 0.05 0.00 -0.07
H -2.240 0.383 -2.217 -0.07 0.00 -0.07
H -3.906 2.038 0.322 -0.09 -0.17 -0.10
H -3.318 -1.273 -1.162 -0.04 -0.05 -0.03
H -4.902 -1.837 -0.595 0.04 0.15 -0.06
H -3.096 -2.835 0.778 0.04 -0.07 0.04
H -2.478 -1.230 1.179 0.08 -0.02 0.08
H -4.067 -1.739 1.765 -0.03 -0.02 0.09
```
Positions in Å, forces in eV/Å.

(3)
2 unconnected molecules or ions with the total composition C14H20N2O in a non-equilibrium geometry, computed with ωB97M-V/def2-TZVPD.

As for the LUMO energy (alpha / beta): -3.31 / -6.52 eV. As for the expectation value of S²: 0.763. The net charge is +1. As for the multiplicity: 2.

XYZ file:
```
37
Properties=species:S:1:pos:R:3:forces:R:3
C 0.012 2.064 2.016 -0.92 -1.51 -0.82
C 1.367 1.304 1.751 -0.77 0.13 -2.00
C -1.050 -0.089 1.852 -0.87 -1.22 -2.77
C -1.765 3.348 0.121 0.72 2.97 -0.15
C -1.839 1.882 0.305 -0.86 -1.51 1.04
O -2.682 1.269 -0.349 -0.13 -0.27 -0.65
N -1.111 1.237 1.248 3.81 2.97 1.98
H -0.355 2.196 3.083 0.80 -0.54 -1.16
H 0.077 3.049 1.588 0.05 -0.04 0.00
H 2.173 1.981 1.377 -0.91 -0.54 -0.25
H 1.212 0.335 1.107 0.60 2.51 0.54
H 0.053 -0.626 1.702 -3.62 0.78 -0.06
H -1.013 4.033 0.617 -0.03 -1.38 -1.14
H 1.793 0.903 2.596 0.76 -0.84 2.42
H -1.134 0.086 2.869 0.04 0.17 2.20
H -2.067 -0.553 1.588 2.00 -0.34 -0.04
H -1.939 3.629 -0.937 0.59 -0.43 0.48
H -2.581 3.889 0.572 -1.23 -0.69 0.42
C -0.668 -3.868 -0.513 -1.78 -0.77 3.05
C 0.357 -0.480 -1.570 0.62 -1.43 -0.46
C 0.750 -1.818 -1.273 -2.25 0.18 -0.02
C -0.534 -2.577 -1.092 2.43 1.85 -0.38
C -1.583 -1.661 -1.347 1.71 1.84 0.43
C 1.293 0.453 -1.939 -0.73 0.79 1.18
C 2.613 0.138 -1.710 2.27 -1.42 -1.27
C 3.036 -1.144 -1.332 -1.35 -0.88 0.32
C 2.065 -2.206 -1.155 0.36 2.19 0.26
N -1.036 -0.429 -1.562 0.19 -2.89 -0.31
H 1.088 1.485 -2.147 -0.51 0.21 -0.46
H 3.417 0.789 -2.112 -0.72 -0.04 0.88
H -1.522 0.426 -1.642 -1.37 1.03 0.06
H 4.084 -1.313 -1.142 0.08 -0.18 -0.19
H -2.620 -1.819 -1.165 -0.57 0.15 -0.21
H 2.215 -3.209 -0.816 0.85 -0.42 -0.10
H -0.467 -3.841 0.649 -1.03 0.79 -1.49
H 0.054 -4.629 -0.563 1.21 -0.95 -1.63
H -1.693 -4.238 -0.679 0.57 -0.25 0.31
```
Positions in Å, forces in eV/Å.

(4)
C14H20N4O3S in the gas phase in a non-equilibrium geometry, computed with ωB97M-V/def2-TZVPD.

As for the LUMO energy: 0.17 eV. As for the SMILES: COCc1nnc(NC(=O)[C@@H]2CC(=O)N(C3CCCC3)C2)s1.

XYZ file:
```
42
Properties=species:S:1:pos:R:3:forces:R:3
C 5.327 0.829 1.979 0.08 -0.12 0.07
H 6.343 0.960 1.589 -0.01 -0.01 0.02
O 4.417 1.673 1.312 -0.21 0.18 0.02
C 4.352 1.449 -0.073 0.09 0.28 -0.11
C 3.682 0.161 -0.420 -0.62 0.10 0.36
N 4.216 -0.800 -1.075 1.16 1.06 0.03
N 3.440 -1.854 -1.250 -0.87 -1.50 -0.35
C 2.267 -1.738 -0.711 0.02 1.28 0.57
N 1.364 -2.752 -0.820 0.06 -0.74 -0.41
C 0.087 -2.982 -0.347 0.15 0.24 0.13
O -0.461 -4.010 -0.661 -0.18 -0.13 -0.01
C -0.553 -1.919 0.513 -0.28 -0.16 0.04
H 0.193 -1.443 1.153 -0.11 -0.04 -0.02
C -1.696 -2.467 1.368 0.01 -0.05 0.04
C -2.696 -1.323 1.435 0.23 -0.30 0.19
O -3.615 -1.208 2.211 -0.29 -0.07 0.27
N -2.376 -0.441 0.459 0.22 0.14 -0.10
C -1.259 -0.855 -0.354 0.03 0.02 -0.21
H -1.606 -1.304 -1.296 0.10 0.07 0.00
H -0.609 -0.010 -0.590 -0.06 -0.04 -0.05
C -3.140 0.760 0.215 -0.29 0.04 0.14
H -3.965 0.702 0.931 0.14 0.01 -0.12
C -3.670 0.852 -1.228 0.10 -0.01 -0.05
H -3.697 -0.123 -1.712 -0.10 -0.07 -0.01
C -2.748 1.846 -1.930 -0.16 0.10 0.00
C -2.464 2.875 -0.839 0.12 -0.01 -0.04
H -1.583 3.479 -1.051 -0.02 0.11 0.00
C -2.302 2.040 0.434 -0.09 0.09 -0.02
H -2.633 2.583 1.318 0.06 -0.03 0.08
H -1.256 1.774 0.588 0.06 -0.02 0.04
H -3.320 3.543 -0.739 -0.02 0.08 -0.02
H -3.212 2.290 -2.810 0.06 -0.02 -0.09
H -1.823 1.359 -2.242 0.07 -0.03 -0.05
H -4.685 1.247 -1.211 -0.05 -0.01 -0.01
H -1.386 -2.778 2.364 -0.05 0.02 0.00
H -2.167 -3.319 0.873 0.02 0.04 0.03
H 1.726 -3.523 -1.378 -0.11 0.11 0.09
S 2.034 -0.189 0.093 0.66 -0.50 -0.43
H 5.353 1.440 -0.528 -0.15 -0.02 -0.01
H 3.775 2.285 -0.480 0.15 -0.08 -0.01
H 5.296 1.117 3.027 0.06 -0.07 0.00
H 5.049 -0.227 1.882 0.01 0.02 0.02
```
Positions in Å, forces in eV/Å.

(5)
A molecular structure, C14H20N4OSSbSe4Tc, computed with ωB97M-V/def2-TZVPD.

As for the LUMO energy: -13.48 eV. The net charge is +4.

XYZ file:
```
46
Properties=species:S:1:pos:R:3:forces:R:3
Tc 0.918 1.310 0.711 0.02 0.01 -0.02
Se 12.929 2.929 -8.523 0.00 0.00 -0.01
Sb 14.016 3.418 -6.605 0.12 0.02 -0.06
Se 0.212 3.342 0.660 -0.04 0.00 -0.04
Se 2.875 1.282 -0.193 -0.12 -0.04 0.07
Se 15.155 3.909 -4.719 0.01 0.00 0.00
C -0.171 4.027 5.018 0.00 0.00 0.00
N 0.599 3.028 4.245 0.00 0.00 0.01
C 0.298 1.773 3.995 0.00 -0.01 0.00
S 1.413 0.874 2.894 0.02 0.00 0.00
N -0.653 1.058 4.545 0.00 0.00 0.00
C -1.428 1.347 5.774 0.00 0.00 0.00
H 0.137 5.008 4.667 0.00 0.00 0.00
H 0.044 3.953 6.081 0.00 0.00 0.00
H -1.233 3.906 4.830 0.00 0.00 0.01
H 1.505 3.331 3.916 0.00 0.00 0.01
H -0.772 0.130 4.165 -0.01 0.00 0.00
H -2.286 1.977 5.558 0.00 -0.01 0.00
H -0.785 1.805 6.518 0.00 0.00 0.00
H -1.777 0.393 6.157 0.00 0.00 0.00
C -3.154 -2.413 -2.812 0.00 0.00 0.00
N -2.711 -1.338 -1.918 0.00 -0.01 0.01
N -1.441 -1.289 -1.441 0.01 0.01 -0.01
C -1.357 -0.197 -0.659 0.02 0.01 -0.05
O -0.188 0.064 -0.059 -0.04 0.00 0.06
C -2.570 0.461 -0.637 0.00 0.00 0.00
C -3.413 -0.294 -1.460 0.00 0.00 0.01
C -4.839 -0.070 -1.812 0.00 0.00 0.00
C -0.429 -2.261 -1.780 0.00 0.00 0.00
C -0.183 -3.303 -0.898 0.00 0.00 0.00
C 0.755 -4.260 -1.254 0.00 0.00 0.00
C 1.415 -4.166 -2.473 0.00 0.00 0.00
C 1.152 -3.115 -3.344 0.00 0.00 0.00
C 0.220 -2.146 -3.000 0.01 0.00 0.00
H -2.676 -3.342 -2.516 0.00 0.00 0.00
H -2.901 -2.171 -3.843 0.01 0.00 0.00
H -4.230 -2.509 -2.704 0.00 0.01 0.00
H -2.832 1.361 -0.109 0.00 0.00 0.00
H -5.161 0.906 -1.458 0.00 0.00 0.01
H -5.474 -0.827 -1.348 0.00 0.00 0.00
H -4.990 -0.112 -2.890 0.00 0.01 0.00
H -0.731 -3.378 0.033 0.00 0.00 0.00
H 0.957 -5.089 -0.590 0.00 0.00 0.00
H 2.132 -4.926 -2.754 0.00 0.00 0.00
H 1.660 -3.057 -4.296 0.00 0.00 0.00
H -0.010 -1.330 -3.674 0.00 0.00 0.00
```
Positions in Å, forces in eV/Å.

Summary of relative energy (zero: lowest compared OMol25 entry of this formula, charge and spin) in kcal/mol
15.2; 4.9; 49.2; 28.8; 3.7
(order as listed above)